# 1
{
  "formula": "C6H13NO",
  "method": "ωB97M-V/def2-TZVPD",
  "species": ["C", "N", "C", "O", "C", "C", "C", "C", "H", "H", "H", "H", "H", "H", "H", "H", "H", "H", "H", "H", "H"],
  "positions_angstrom": [[-2.919, -0.935, 0.452], [-2.463, -0.078, -0.610], [-1.064, 0.533, -0.494], [-1.123, 1.873, -0.631], [-0.105, -0.311, -0.233], [1.388, 0.310, -0.284], [1.827, 0.719, 1.121], [2.315, -0.745, -0.874], [-2.412, -1.900, 0.369], [-2.688, -0.545, 1.464], [-3.994, -1.098, 0.367], [-3.129, 0.656, -0.821], [-0.350, 2.264, -0.188], [-0.172, -1.368, -0.068], [1.416, 1.194, -0.935], [2.844, 1.113, 1.110], [1.810, -0.142, 1.787], [1.168, 1.484, 1.530], [3.336, -0.365, -0.940], [2.324, -1.637, -0.250], [1.991, -1.023, -1.875]],
  "fmax_ev_per_a": 5.93,
  "spin_multiplicity": 1,
  "orbital_gap_ev": 8.941,
  "total_charge": 0
}


# 2
{
  "formula": "C6H13NO",
  "method": "ωB97M-V/def2-TZVPD",
  "species": ["C", "C", "N", "C", "C", "H", "H", "H", "H", "H", "H", "H", "H", "H", "C", "C", "O", "H", "H", "H", "H"],
  "positions_angstrom": [[-2.548, 0.211, 0.990], [-1.461, -0.012, 0.237], [-0.215, 0.613, 0.348], [0.131, 1.681, -0.598], [0.404, 0.783, 1.670], [-2.523, 0.866, 1.852], [-3.504, -0.212, 0.705], [-1.580, -0.533, -0.711], [0.161, 2.655, -0.099], [-0.585, 1.738, -1.425], [1.120, 1.485, -1.023], [1.421, 1.179, 1.569], [-0.186, 1.458, 2.296], [0.478, -0.185, 2.177], [1.277, -1.559, -1.781], [1.270, -1.799, -0.300], [2.283, -1.799, 0.386], [1.300, -2.520, -2.300], [0.372, -1.019, -2.066], [2.148, -0.958, -2.055], [0.236, -2.074, 0.127]],
  "fmax_ev_per_a": 1.80,
  "spin_multiplicity": 1,
  "orbital_gap_ev": 9.139,
  "total_charge": 0
}


# 3
{
  "formula": "C6H13NO",
  "method": "ωB97M-V/def2-TZVPD",
  "species": ["C", "C", "C", "C", "C", "C", "N", "O", "H", "H", "H", "H", "H", "H", "H", "H", "H", "H", "H", "H", "H"],
  "positions_angstrom": [[-0.354, 0.053, -0.763], [1.621, -0.235, 1.793], [0.054, 1.395, -1.339], [-1.368, -0.666, -1.631], [-0.459, -0.160, 0.605], [0.489, 0.478, 1.489], [-1.099, -1.291, 1.126], [0.509, 1.845, 1.584], [-0.315, 2.192, 1.223], [1.540, -0.876, -0.892], [-1.196, -2.076, 0.499], [-0.803, -1.545, 2.057], [1.917, -0.673, -0.075], [1.538, -1.285, 2.023], [2.325, 0.249, 2.456], [0.433, 1.217, -2.348], [0.832, 1.877, -0.756], [-0.772, 2.106, -1.446], [-1.392, -0.273, -2.646], [-1.108, -1.725, -1.704], [-2.393, -0.608, -1.258]],
  "fmax_ev_per_a": 3.97,
  "spin_multiplicity": 1,
  "orbital_gap_ev": 8.560,
  "total_charge": 0
}


# 4
{
  "formula": "C6H13NO",
  "method": "ωB97M-V/def2-TZVPD",
  "species": ["C", "C", "C", "N", "O", "C", "C", "C", "H", "H", "H", "H", "H", "H", "H", "H", "H", "H", "H", "H", "H"],
  "positions_angstrom": [[1.839, -1.839, -0.015], [0.693, -0.972, 0.462], [-0.438, -1.640, 1.179], [0.618, 0.189, -0.068], [1.688, 0.690, -0.413], [-0.674, 0.844, -0.289], [-0.915, 1.945, 0.693], [-0.741, 1.357, -1.750], [2.908, -1.473, -0.009], [1.888, -2.687, 0.615], [1.707, -2.279, -1.018], [-1.084, -2.238, 0.641], [0.038, -2.247, 1.938], [-0.941, -0.878, 1.818], [-1.519, 0.140, -0.169], [0.038, 2.495, 0.834], [-1.188, 1.500, 1.724], [-1.640, 2.587, 0.264], [-0.509, 0.512, -2.475], [-0.063, 2.196, -1.952], [-1.705, 1.798, -2.009]],
  "fmax_ev_per_a": 3.92,
  "spin_multiplicity": 1,
  "orbital_gap_ev": 8.758,
  "total_charge": 0
}


# 5
{
  "formula": "C6H13NO",
  "method": "ωB97M-V/def2-TZVPD",
  "species": ["C", "C", "N", "O", "H", "H", "H", "H", "H", "H", "H", "C", "C", "C", "C", "H", "H", "H", "H", "H", "H"],
  "positions_angstrom": [[1.587, 0.053, 1.223], [0.423, -0.937, 1.633], [0.432, -1.102, 3.050], [0.567, -2.182, 0.989], [1.701, 0.198, 0.152], [1.429, 0.996, 1.737], [2.516, -0.394, 1.570], [-0.538, -0.483, 1.349], [-0.405, -1.573, 3.370], [1.287, -1.558, 3.348], [0.496, -2.035, 0.023], [-0.138, -1.207, -1.862], [-0.337, -0.059, -1.563], [-0.663, 1.326, -1.285], [-1.704, 1.849, -2.276], [0.032, -2.164, -2.273], [0.250, 1.926, -1.354], [-1.046, 1.412, -0.267], [-2.626, 1.278, -2.192], [-1.340, 1.762, -3.298], [-1.923, 2.895, -2.075]],
  "fmax_ev_per_a": 1.68,
  "spin_multiplicity": 1,
  "orbital_gap_ev": 10.489,
  "total_charge": 0
}


# 6
{
  "formula": "C6H13NO",
  "method": "ωB97M-V/def2-TZVPD",
  "species": ["C", "C", "N", "C", "H", "H", "H", "H", "H", "C", "C", "C", "O", "H", "H", "H", "H", "H", "H", "H", "H"],
  "positions_angstrom": [[1.351, -2.295, 0.751], [1.094, -2.542, -0.533], [0.319, -1.732, -1.412], [-0.865, -1.455, -1.034], [1.040, -1.361, 1.205], [1.899, -3.019, 1.335], [1.497, -3.414, -1.038], [-1.599, -1.226, -1.804], [-1.205, -1.520, 0.003], [-0.934, 2.589, -0.598], [-0.666, 1.541, 0.475], [-0.433, 2.137, 1.845], [0.493, 0.785, 0.136], [-1.141, 2.109, -1.551], [-0.069, 3.243, -0.702], [-1.798, 3.196, -0.311], [-1.524, 0.847, 0.513], [-1.301, 2.724, 2.156], [0.450, 2.777, 1.830], [-0.270, 1.353, 2.585], [0.368, 0.213, -0.637]],
  "fmax_ev_per_a": 1.36,
  "spin_multiplicity": 1,
  "orbital_gap_ev": 10.135,
  "total_charge": 0
}


What HOMO values result from the calculations? In sequence: -8.15; -8.22; -7.80; -7.91; -9.60; -9.57 eV.
What energy above the lowest of the compared OMol25 structures with the same formula, charge and spin values result from the calculations? In sequence: 191.42; 251.32; 406.60; 354.89; 256.24; 261.62 kJ/mol.